Formula: C4H11NO3
Source: the Open Molecules 2025 dataset
Level of theory: ωB97M-V/def2-TZVPD

Output
**Energy relative to the best compared isomer or geometry (same formula, charge and spin)**: 57.6 kcal per mole
**E_tot**: -439.43414 Eh
**HOMO-LUMO gap**: 0.370 hartree
**Largest force on an atom**: 0.078 hartree/bohr
**Highest occupied orbital energy**: -9.5 eV

Structure (ORCA input):
```
! RIJCOSX wB97M-V def2-TZVPD def2/J DEFGRID3
* xyz 0 1
O 1.097 -0.054 -1.862
O 0.228 -0.541 3.012
O -0.563 2.784 0.045
N -0.058 0.248 1.008
C -0.889 -1.240 -1.138
C 0.622 -1.055 -0.952
C -0.470 0.193 2.304
C 1.070 -0.518 0.402
H 1.088 -1.967 -1.395
H 0.183 2.229 -0.208
H 1.972 0.161 0.405
H 1.246 -1.384 1.077
H -1.033 -2.202 -1.726
H -1.381 -0.450 -1.658
H -0.388 0.977 0.362
H -1.355 0.790 2.526
H 0.692 -0.051 -2.736
H -1.442 -1.367 -0.199
H -0.619 3.447 0.733
*
```


Formula: C7H7N2
Source: the Open Molecules 2025 dataset
Level of theory: ωB97M-V/def2-TZVPD

Output
**Energy relative to the best compared isomer or geometry (same formula, charge and spin)**: 87.4 kcal per mole
**E_tot**: -380.00076 Eh
**HOMO-LUMO gap (spin up / spin down)**: 0.272 / 0.272 hartree
**Largest force on an atom**: 0.058 hartree/bohr
**Highest occupied orbital energy (spin up / spin down)**: -13.1 / -13.2 eV

Structure (ORCA input):
```
! RIJCOSX wB97M-V def2-TZVPD def2/J DEFGRID3
* xyz 1 1
N 1.320 0.297 -1.878
N -0.241 1.334 1.005
C 0.464 2.394 -0.857
C 0.156 -1.072 0.437
C -0.476 -1.974 -0.671
C -0.064 2.575 0.361
C 0.941 -1.872 -0.522
C 0.692 0.953 -1.032
C 0.130 0.352 0.228
H 1.892 -2.346 -0.610
H -0.609 1.263 1.948
H 0.715 3.134 -1.591
H -0.985 -2.874 -0.341
H 0.070 -1.402 1.468
H -0.342 3.481 0.865
H -0.973 -1.487 -1.502
*
```


Formula: C2H2F2O3
Source: the Open Molecules 2025 dataset
Level of theory: ωB97M-V/def2-TZVPD

Output
**Energy relative to the best compared isomer or geometry (same formula, charge and spin)**: 27.4 kcal per mole
**E_tot**: -502.84767 Eh
**HOMO-LUMO gap**: 0.435 hartree
**Largest force on an atom**: 0.048 hartree/bohr
**Highest occupied orbital energy**: -11.7 eV

Structure (ORCA input):
```
! RIJCOSX wB97M-V def2-TZVPD def2/J DEFGRID3
* xyz 0 1
F -0.708 -1.338 -0.867
F 0.685 1.246 -1.892
O 2.218 0.480 -0.461
O -1.370 0.494 0.259
O 0.279 -0.879 1.036
C 1.096 0.527 -0.788
C -0.255 -0.285 -0.074
H -1.432 0.854 1.179
H -0.513 -1.097 1.610
*
```


Formula: C6H3NO2
Source: the Open Molecules 2025 dataset
Level of theory: ωB97M-V/def2-TZVPD

Output
**Energy relative to the best compared isomer or geometry (same formula, charge and spin)**: 38.2 kcal per mole
**E_tot**: -435.57250 Eh
**HOMO-LUMO gap**: 0.360 hartree
**Largest force on an atom**: 0.068 hartree/bohr
**Highest occupied orbital energy**: -9.6 eV

Structure (ORCA input):
```
! RIJCOSX wB97M-V def2-TZVPD def2/J DEFGRID3
* xyz 0 1
O -0.944 0.001 0.958
O -0.376 2.061 -2.552
N 0.855 -0.444 -0.302
C 0.607 -2.320 2.795
C 0.390 1.249 -2.070
C -0.983 0.794 -0.062
C 0.501 -1.679 1.767
C 0.064 0.573 -0.854
C 0.162 -0.740 0.757
H -1.789 1.526 -0.160
H 1.342 0.892 -2.539
H 0.569 -3.070 3.567
*
```